Record 1
{
  "formula": "C3H7NS",
  "method": "ωB97M-V with the def2-TZVPD basis set",
  "charge": 0,
  "lumo_ev": -0.1,
  "e_homo_ha": -0.323,
  "e_above_lowest_ev": 5.645,
  "elements": ["C", "C", "C", "H", "H", "H", "H", "H", "H", "H", "N", "S"],
  "xyz": [[-0.470, 1.020, -1.057], [0.346, 0.569, 0.096], [-0.291, -0.581, 0.790], [-1.381, -0.251, -1.089], [-1.251, 1.841, -0.568], [0.336, 1.324, -2.314], [1.456, 0.410, -0.166], [0.426, 1.638, 0.736], [1.582, -1.398, 0.091], [0.258, -2.406, 0.947], [0.782, -1.423, 0.923], [-1.793, -0.744, 1.614]]
}



Record 2
{
  "formula": "C3H7NS",
  "method": "ωB97M-V with the def2-TZVPD basis set",
  "charge": 0,
  "lumo_ev": 0.9,
  "e_homo_ha": -0.320,
  "e_above_lowest_ev": 1.290,
  "elements": ["N", "C", "C", "S", "C", "H", "H", "H", "H", "H", "H", "H"],
  "xyz": [[-1.396, 0.149, -0.789], [-0.504, 0.121, 0.337], [0.718, 1.119, 0.132], [1.942, -0.019, -0.541], [0.583, -1.060, 0.219], [-2.162, -0.448, -0.809], [-0.769, -0.249, -1.538], [-0.934, 0.167, 1.291], [0.431, 2.006, -0.463], [1.101, 1.427, 1.186], [0.088, -1.908, -0.285], [0.903, -1.307, 1.261]]
}



Record 3
{
  "formula": "C3H7NS",
  "method": "ωB97M-V with the def2-TZVPD basis set",
  "charge": 0,
  "lumo_ev": [-2.3, -2.3],
  "e_homo_ha": [-0.342, -0.342],
  "e_above_lowest_ev": 4.831,
  "elements": ["C", "C", "C", "N", "S", "H", "H", "H", "H", "H", "H", "H"],
  "xyz": [[-0.478, 1.254, 0.706], [-0.175, -0.042, -0.091], [1.161, -0.722, 0.130], [-1.098, 0.028, 1.025], [-3.481, 0.063, -0.123], [0.237, 1.631, 1.360], [-0.977, 2.150, 0.260], [-0.323, -0.025, -1.162], [1.056, -1.824, -0.116], [1.561, -0.448, 1.081], [1.964, -0.435, -0.662], [-2.561, -0.682, -0.854]]
}



Record 4
{
  "formula": "C3H7NS",
  "method": "ωB97M-V with the def2-TZVPD basis set",
  "charge": 0,
  "lumo_ev": 0.6,
  "e_homo_ha": -0.310,
  "e_above_lowest_ev": 1.629,
  "elements": ["C", "C", "N", "C", "S", "H", "H", "H", "H", "H", "H", "H"],
  "xyz": [[2.615, -0.607, -0.202], [1.690, 0.543, 0.224], [0.321, 0.392, -0.223], [-0.719, -0.130, 0.487], [-2.254, -0.119, -0.130], [2.383, -1.083, -1.288], [2.647, -1.524, 0.617], [3.745, -0.017, -0.264], [2.140, 1.517, -0.197], [1.723, 0.861, 1.298], [0.024, 1.110, -1.072], [-0.362, -0.539, 1.494]]
}



Record 5
{
  "formula": "C3H7NS",
  "method": "ωB97M-V with the def2-TZVPD basis set",
  "charge": 0,
  "lumo_ev": 0.3,
  "e_homo_ha": -0.306,
  "e_above_lowest_ev": 2.344,
  "elements": ["C", "C", "C", "H", "H", "H", "H", "H", "H", "H", "N", "S"],
  "xyz": [[1.351, -0.861, -0.103], [-1.085, -0.011, -0.023], [-0.837, 1.442, -0.004], [1.810, -1.797, 0.070], [2.208, -0.196, 0.510], [1.571, -0.663, -1.147], [-0.618, -1.794, 0.162], [0.423, 1.783, -0.440], [-1.630, 2.118, -0.420], [-0.444, 1.684, 1.183], [-0.089, -0.913, 0.238], [-2.660, -0.793, -0.027]]
}



Record 6
{
  "formula": "C3H7NS2",
  "method": "ωB97M-V with the def2-TZVPD basis set",
  "charge": 0,
  "lumo_ev": 0.7,
  "e_homo_ha": -0.313,
  "e_above_lowest_ev": 0.333,
  "elements": ["C", "C", "S", "C", "N", "S", "H", "H", "H", "H", "H", "H", "H"],
  "xyz": [[-2.035, 0.460, 0.501], [-0.981, 0.428, -0.622], [0.091, -0.921, -0.263], [1.603, -0.170, -0.014], [2.462, -1.211, 0.145], [2.084, 1.408, -0.077], [-2.578, -0.470, 0.604], [-2.823, 1.185, 0.103], [-1.668, 0.851, 1.465], [-0.449, 1.405, -0.732], [-1.247, 0.247, -1.661], [3.418, -1.060, 0.501], [2.123, -2.153, 0.051]]
}



Record 7
{
  "formula": "C3H7NS2",
  "method": "ωB97M-V with the def2-TZVPD basis set",
  "charge": 0,
  "lumo_ev": -0.1,
  "e_homo_ha": -0.317,
  "e_above_lowest_ev": 3.128,
  "elements": ["C", "S", "C", "S", "C", "N", "H", "H", "H", "H", "H", "H", "H"],
  "xyz": [[-1.779, -0.720, 0.199], [-0.378, -1.641, -0.638], [1.113, -0.878, 0.068], [2.546, -1.328, -0.085], [0.645, 0.561, 0.396], [0.695, 1.462, -0.769], [-2.709, -1.536, 0.369], [-1.969, 0.143, -0.265], [-1.507, -0.576, 1.290], [-0.253, 0.638, 0.856], [1.283, 1.020, 1.231], [0.433, 1.118, -1.779], [1.880, 1.736, -0.871]]
}



Record 8
{
  "formula": "C3H7NS2",
  "method": "ωB97M-V with the def2-TZVPD basis set",
  "charge": 0,
  "lumo_ev": 0.8,
  "e_homo_ha": -0.319,
  "e_above_lowest_ev": 2.156,
  "elements": ["C", "C", "C", "H", "H", "H", "H", "H", "H", "H", "N", "S", "S"],
  "xyz": [[2.989, 0.192, -0.021], [0.249, 0.033, -0.011], [-3.533, -0.209, -0.041], [3.976, -0.198, 0.116], [3.013, 0.793, -0.902], [2.635, 0.775, 0.900], [0.260, 0.680, -0.894], [0.402, 0.584, 0.998], [-4.162, 0.684, -0.243], [-4.032, -1.241, 0.481], [-2.303, 0.103, -0.205], [1.666, -1.092, -0.130], [-1.162, -1.104, -0.046]]
}



Record 9
{
  "formula": "C3H7NS2",
  "method": "ωB97M-V with the def2-TZVPD basis set",
  "charge": 0,
  "lumo_ev": 0.9,
  "e_homo_ha": -0.300,
  "e_above_lowest_ev": 1.197,
  "elements": ["C", "S", "C", "N", "S", "C", "H", "H", "H", "H", "H", "H", "H"],
  "xyz": [[2.163, -0.296, -1.073], [2.116, 0.903, 0.235], [0.436, 0.723, 0.757], [-0.286, 0.050, 0.006], [-1.997, -0.077, 0.315], [-2.406, -1.667, -0.444], [2.204, -1.350, -0.756], [2.985, -0.012, -1.715], [1.250, -0.144, -1.625], [0.080, 1.369, 1.593], [-3.281, -1.994, 0.096], [-1.615, -2.467, -0.355], [-2.684, -1.529, -1.527]]
}



Record 10
{
  "formula": "C3H7O",
  "method": "ωB97M-V with the def2-TZVPD basis set",
  "charge": 0,
  "spin_multiplicity": 2,
  "lumo_ev": [1.1, -1.7],
  "e_homo_ha": [-0.359, -0.343],
  "s2": 0.756,
  "e_above_lowest_ev": 1.484,
  "elements": ["C", "O", "C", "C", "H", "H", "H", "H", "H", "H", "H"],
  "xyz": [[0.483, -1.245, 0.084], [1.446, -0.944, -0.636], [-0.573, -0.024, 0.036], [-0.040, 1.397, -0.148], [0.624, -1.491, 1.229], [0.017, -2.178, -0.413], [-1.251, -0.176, 0.947], [-1.142, -0.359, -0.914], [-0.749, 2.245, 0.067], [0.568, 1.362, -1.000], [0.617, 1.414, 0.749]]
}



Record 11
{
  "formula": "C3H7O2",
  "method": "ωB97M-V with the def2-TZVPD basis set",
  "charge": -1,
  "lumo_ev": 4.0,
  "e_homo_ha": -0.086,
  "e_above_lowest_ev": 4.512,
  "elements": ["C", "O", "H", "H", "H", "C", "C", "O", "H", "H", "H", "H"],
  "xyz": [[-1.557, 1.059, -0.529], [-2.203, 1.184, -1.550], [-2.239, 0.726, 0.425], [-0.466, 0.756, -0.350], [0.238, -4.520, -3.301], [1.407, 1.352, 1.074], [0.821, 0.183, 1.566], [-0.369, 0.284, 2.136], [2.560, 1.501, 1.047], [0.695, 2.216, 0.723], [1.465, -0.648, 1.825], [-0.353, -4.092, -3.067]]
}



Record 12
{
  "formula": "C3H7O2",
  "method": "ωB97M-V with the def2-TZVPD basis set",
  "charge": -1,
  "lumo_ev": 4.3,
  "e_homo_ha": -0.096,
  "e_above_lowest_ev": 3.719,
  "elements": ["C", "O", "H", "H", "H", "C", "C", "O", "H", "H", "H", "H"],
  "xyz": [[1.185, -0.560, -0.948], [2.383, -0.716, -0.837], [0.417, -1.265, -1.144], [0.809, 0.427, -0.668], [2.854, 1.670, 1.914], [-1.193, 0.344, 1.624], [-1.686, 0.663, 0.392], [-1.392, -0.127, -0.704], [-1.443, 0.816, 2.604], [-0.435, -0.422, 1.735], [-2.493, 1.353, 0.235], [2.523, 1.486, 1.244]]
}



Record 13
{
  "formula": "C3H7O2",
  "method": "ωB97M-V with the def2-TZVPD basis set",
  "charge": 1,
  "lumo_ev": -4.8,
  "e_homo_ha": -0.635,
  "e_above_lowest_ev": 0.053,
  "elements": ["C", "C", "C", "O", "O", "H", "H", "H", "H", "H", "H", "H"],
  "xyz": [[0.400, -0.272, 0.164], [0.750, -0.919, 1.558], [-1.352, 1.061, -1.109], [-0.703, 1.173, -2.197], [-0.946, 0.470, -0.053], [1.175, 0.465, -0.057], [0.392, -1.073, -0.581], [0.921, -0.136, 2.295], [-0.104, -1.504, 1.907], [1.614, -1.553, 1.445], [-2.341, 1.514, -1.109], [0.195, 0.774, -2.264]]
}



Record 14
{
  "formula": "C3H7O2P",
  "method": "ωB97M-V with the def2-TZVPD basis set",
  "charge": 0,
  "lumo_ev": 0.7,
  "e_homo_ha": -0.314,
  "e_above_lowest_ev": 4.538,
  "elements": ["C", "C", "C", "O", "O", "P", "H", "H", "H", "H", "H", "H", "H"],
  "xyz": [[0.702, 1.641, -0.840], [0.858, 0.264, -0.743], [-0.617, -0.423, 1.327], [0.100, -0.562, 2.393], [-1.876, -0.006, 1.693], [-0.158, -1.062, -1.738], [1.297, 2.288, -0.284], [-0.097, 2.105, -1.418], [1.530, -0.142, 0.013], [-0.293, -0.629, 3.229], [-2.377, -0.158, 0.902], [0.319, -2.362, -1.579], [0.611, -0.955, -2.954]]
}



Record 15
{
  "formula": "C3H7O2P",
  "method": "ωB97M-V with the def2-TZVPD basis set",
  "charge": 0,
  "lumo_ev": [0.1, 0.2],
  "e_homo_ha": [-0.310, -0.297],
  "e_above_lowest_ev": 7.200,
  "elements": ["C", "C", "C", "O", "O", "P", "H", "H", "H", "H", "H", "H", "H"],
  "xyz": [[0.746, -0.636, -0.640], [1.408, 0.327, 0.265], [-1.801, -0.785, -0.019], [0.899, 0.663, -0.938], [2.700, 0.313, 0.514], [-1.462, 0.952, -0.010], [1.291, -1.330, -1.287], [0.984, 0.662, 1.130], [-1.848, -1.349, 0.848], [-1.784, -1.284, -0.941], [3.303, -0.050, -0.242], [-1.564, 1.134, 1.324], [-2.872, 1.383, -0.003]]
}



Record 16
{
  "formula": "C3H7O2P",
  "method": "ωB97M-V with the def2-TZVPD basis set",
  "charge": 0,
  "lumo_ev": 0.4,
  "e_homo_ha": -0.334,
  "e_above_lowest_ev": 2.651,
  "elements": ["C", "C", "C", "O", "H", "H", "H", "H", "O", "P", "H", "H", "H"],
  "xyz": [[-2.472, -1.031, 1.577], [-1.933, 0.009, 0.581], [-1.983, 1.276, 0.682], [-2.078, 2.414, 0.669], [-3.096, -0.528, 2.310], [-1.666, -1.521, 2.142], [-3.110, -1.610, 0.935], [-1.069, -0.342, -0.101], [1.912, 1.807, -1.334], [2.525, 0.439, -0.730], [0.968, 1.737, -1.583], [2.412, 0.739, 0.591], [4.041, 0.752, -0.528]]
}



Record 17
{
  "formula": "C3H7O2P2",
  "method": "ωB97M-V with the def2-TZVPD basis set",
  "charge": -1,
  "lumo_ev": 3.2,
  "e_homo_ha": -0.076,
  "e_above_lowest_ev": 0.738,
  "elements": ["C", "C", "C", "O", "O", "P", "P", "H", "H", "H", "H", "H", "H", "H"],
  "xyz": [[0.602, -1.134, 2.837], [-1.217, -1.330, 1.111], [0.108, -0.891, 1.674], [2.354, 0.594, 0.967], [1.111, -1.343, 3.879], [1.054, 0.192, 0.442], [1.383, 1.660, -2.219], [-1.435, -0.707, 0.240], [-2.027, -1.219, 1.835], [-1.187, -2.372, 0.787], [1.030, -0.650, -0.640], [0.114, 1.174, 0.258], [1.482, 2.870, -1.598], [2.735, 1.489, -2.139]]
}



Record 18
{
  "formula": "C3H7O3",
  "method": "ωB97M-V with the def2-TZVPD basis set",
  "charge": -1,
  "lumo_ev": 3.5,
  "e_homo_ha": -0.146,
  "e_above_lowest_ev": 1.068,
  "elements": ["C", "O", "H", "H", "H", "H", "C", "C", "O", "O", "H", "H", "H"],
  "xyz": [[-0.589, 1.410, -0.919], [-0.350, 2.459, -1.868], [0.323, 3.038, -1.506], [-0.809, 1.809, 0.073], [0.249, 0.720, -0.812], [-1.470, 0.890, -1.290], [0.699, -1.862, 0.469], [-0.066, -0.943, 1.460], [-1.245, -0.650, 1.162], [0.594, -0.623, 2.476], [0.388, -1.713, -0.570], [0.513, -2.909, 0.745], [1.765, -1.626, 0.580]]
}



Record 19
{
  "formula": "C3H7O3",
  "method": "ωB97M-V with the def2-TZVPD basis set",
  "charge": -1,
  "lumo_ev": 4.2,
  "e_homo_ha": -0.166,
  "e_above_lowest_ev": 0.720,
  "elements": ["O", "C", "O", "H", "H", "C", "O", "C", "H", "H", "H", "H", "H"],
  "xyz": [[1.647, -2.055, -0.353], [2.340, -1.365, 0.429], [1.980, -0.520, 1.276], [3.435, -1.590, 0.373], [0.523, 0.388, 1.249], [-1.099, 0.144, 0.199], [-0.383, 0.769, 1.248], [-1.404, 1.089, -0.974], [-0.480, -0.681, -0.172], [-2.037, -0.249, 0.604], [-1.024, 0.816, -1.961], [-2.489, 1.164, -1.118], [-1.008, 2.090, -0.800]]
}